(1)
C3H5O3Yb as an isolated structure at a distorted geometry, computed with ωB97M-V with the def2-TZVPD basis set.

The geometry in XYZ format:
```
12
Properties=species:S:1:pos:R:3:mulliken_charge:R:1
H 2.47 0.73 1.09 0.200
O -0.54 -0.99 0.37 -0.365
C -1.37 -0.37 -0.44 0.747
C 0.84 0.02 0.51 -0.900
O -2.55 -0.74 -0.42 -0.654
O -0.92 0.72 -0.97 -0.253
C 0.50 0.94 -0.66 -0.167
Yb -2.31 -2.72 0.75 1.301
H 1.59 -0.74 0.26 0.286
H 0.64 0.47 1.49 0.277
H 1.07 0.70 -1.57 0.266
H 0.59 2.00 -0.41 0.263
```

Computed properties:
Charge = +1
Relative energy (zero: lowest compared OMol25 entry of this formula, charge and spin) = 4.348 eV
Kohn-Sham gap (alpha / beta) = 3.5106 / 3.5039 eV
Spin multiplicity = 1
Molar mass = 262.1 g mol⁻¹
Electronic energy = -1501.3132 a.u.



(2)
C30H31Br2F2N4OS2V as an isolated structure at a distorted geometry, computed with ωB97M-V with the def2-TZVPD basis set.

The geometry in XYZ format:
```
73
Properties=species:S:1:pos:R:3:mulliken_charge:R:1
V -0.99 0.23 0.61 -1.200
Br -4.14 -0.18 2.55 -0.047
C -3.16 -1.35 3.75 -0.686
Br -1.26 -1.27 3.35 0.028
H -3.50 -2.37 3.60 0.434
H -3.33 -1.02 4.78 0.441
F -0.63 1.01 -4.74 -0.377
C -0.87 1.52 -3.52 0.633
C -0.61 0.74 -2.40 -1.320
C -0.86 1.24 -1.13 2.251
C -1.34 2.55 -1.01 -0.378
C -1.63 3.29 -2.16 0.969
F -2.17 4.52 -2.07 -0.371
C -1.40 2.79 -3.43 -1.136
C -1.54 3.01 0.36 -0.079
C -1.69 4.34 0.75 -1.096
C -1.82 4.64 2.09 -0.587
C -1.80 3.60 3.01 -1.016
C -1.65 2.31 2.55 -0.326
N -1.53 2.00 1.26 1.158
H -0.22 -0.26 -2.56 0.423
H -1.61 3.39 -4.30 0.532
H -1.68 5.13 0.02 0.579
H -1.91 5.67 2.41 0.461
H -1.89 3.80 4.07 0.484
H -1.62 1.48 3.24 0.286
N -0.90 -3.50 -1.09 0.040
C 0.23 -4.26 -0.76 -0.159
C 0.47 -5.45 -1.41 -0.717
C 1.55 -6.25 -1.04 -0.663
C 2.39 -5.84 -0.03 -0.790
C 2.18 -4.62 0.60 -0.761
C 1.11 -3.84 0.24 1.055
S 0.84 -2.29 1.08 -0.202
N -0.42 -1.59 0.22 0.500
C -1.15 -2.24 -0.64 0.882
C -2.30 -1.51 -1.11 0.526
C -3.07 -1.87 -2.23 -1.180
C -4.12 -1.08 -2.60 -0.915
C -4.41 0.05 -1.83 -1.074
C -3.60 0.35 -0.75 -0.277
N -2.54 -0.38 -0.40 0.607
H -1.53 -3.91 -1.76 0.168
H -0.18 -5.76 -2.21 0.432
H 1.71 -7.19 -1.54 0.406
H 3.22 -6.46 0.27 0.412
H 2.84 -4.29 1.39 0.441
H -2.80 -2.74 -2.81 0.393
H -4.71 -1.32 -3.48 0.437
H -5.23 0.70 -2.09 0.489
H -3.80 1.23 -0.15 0.660
C 3.59 0.70 -2.13 -1.404
C 2.69 1.86 -1.70 0.347
C 2.50 1.95 -0.19 -1.139
S 1.91 0.32 0.43 0.681
O 0.85 0.66 1.43 -0.515
C 3.39 -0.15 1.43 -1.042
C 3.33 0.31 2.88 -0.200
C 3.79 1.75 3.08 -1.297
H 3.64 0.67 -3.21 0.463
H 3.19 -0.25 -1.78 0.267
H 4.60 0.82 -1.75 0.336
H 1.71 1.74 -2.17 -0.290
H 3.12 2.80 -2.05 0.545
H 1.70 2.66 0.06 0.263
H 3.41 2.23 0.32 0.657
H 4.26 0.25 0.91 0.571
H 3.42 -1.24 1.37 0.405
H 3.96 -0.35 3.48 0.483
H 2.31 0.20 3.24 0.095
H 4.77 1.90 2.65 0.355
H 3.84 1.98 4.14 0.408
H 3.09 2.45 2.62 0.237
```

Computed properties:
Charge = +1
Kohn-Sham gap (alpha / beta) = 5.8237 / 6.0258 eV
Spin multiplicity = 2
Molar mass = 776.5 g mol⁻¹
Electronic energy = -8543.9724 a.u.



(3)
A 9-piece molecular cluster, C6H28O8 overall at a distorted geometry, computed with ωB97M-V with the def2-TZVPD basis set.

The geometry in XYZ format:
```
42
Properties=species:S:1:pos:R:3:mulliken_charge:R:1
C -2.43 0.44 2.71 -1.481
C -1.51 1.03 1.66 0.379
C -0.27 0.55 1.44 0.132
C 0.39 -0.51 2.30 -1.220
C 0.60 0.99 0.25 0.191
C 0.65 -0.19 -0.67 0.199
H -2.28 -0.62 2.94 0.287
H -3.45 0.70 2.55 0.299
H -1.96 0.86 3.62 0.416
H -1.79 1.81 0.90 0.239
H 0.66 -0.25 3.31 0.434
H -0.12 -1.49 2.30 0.206
H 1.43 -0.70 1.91 0.167
H -0.20 1.77 -0.07 -0.046
H 1.52 1.56 0.30 0.228
H 1.51 -0.81 -0.29 -0.276
H -0.25 -0.83 -0.52 -0.342
H 0.92 -0.05 -1.75 0.262
O -3.10 0.35 -0.79 -0.629
H -3.95 0.04 -0.49 0.259
H -2.39 -0.29 -0.78 0.297
O -1.40 -2.80 -1.81 -0.633
H -1.78 -3.27 -2.54 0.242
H -0.48 -2.75 -1.55 0.322
O -2.56 3.20 -1.57 -0.620
H -1.90 3.24 -2.26 0.284
H -2.81 2.27 -1.54 0.341
O 2.45 2.61 -2.69 -0.610
H 2.03 3.47 -2.58 0.317
H 1.79 2.04 -3.09 0.299
O 3.84 1.73 0.26 -0.696
H 4.64 1.13 0.39 0.313
H 3.73 2.24 -0.63 0.352
O -3.03 -1.99 0.46 -0.604
H -2.56 -2.34 -0.32 0.336
H -2.63 -2.47 1.19 0.286
O 3.75 -0.82 -0.92 -0.674
H 3.37 0.06 -0.89 0.338
H 3.77 -1.19 -0.04 0.324
O 1.67 -3.09 -0.37 -0.625
H 1.91 -3.16 0.58 0.287
H 2.22 -2.49 -0.89 0.422
```

Computed properties:
SMILES = C/C=C(\C)CC.O.O.O.O.O.O.O.O
Relative energy (zero: lowest compared OMol25 entry of this formula, charge and spin) = 3.353 eV
Kohn-Sham gap = 8.6188 eV
Spin multiplicity = 1
Molar mass = 228.3 g mol⁻¹
Electronic energy = -847.2268 a.u.



(4)
C25H52GaGeO3PSSeSi as an isolated structure at a distorted geometry, computed with ωB97M-V with the def2-TZVPD basis set.

The geometry in XYZ format:
```
86
Properties=species:S:1:pos:R:3:mulliken_charge:R:1
Ga -1.17 -0.49 0.01 1.150
C 1.22 -0.74 -2.78 -1.479
C 1.62 -1.52 -1.52 1.460
C 3.16 -1.66 -1.46 -1.278
C 0.91 -2.87 -1.38 -1.525
O 1.19 -0.68 -0.39 0.353
Si 1.53 -0.84 1.25 -1.248
S -0.41 -0.25 2.05 -0.582
O 2.70 0.06 1.83 0.370
C 3.14 1.49 2.06 1.727
C 2.05 2.23 2.81 -1.493
C 4.43 1.40 2.91 -1.741
C 3.45 2.04 0.67 -1.224
O 1.79 -2.35 1.68 0.228
C 2.62 -3.12 2.59 1.575
C 2.38 -2.67 4.07 -1.373
C 4.06 -2.85 2.15 -1.382
C 2.16 -4.54 2.36 -1.592
H 1.73 -1.20 -3.64 0.427
H 1.51 0.31 -2.71 0.310
H 0.16 -0.77 -2.94 0.251
H 3.42 -2.45 -2.16 0.511
H 3.55 -1.98 -0.51 0.068
H 3.69 -0.74 -1.77 0.332
H 1.34 -3.59 -2.08 0.578
H -0.16 -2.84 -1.65 0.208
H 0.99 -3.23 -0.37 0.164
H 1.87 1.80 3.80 0.308
H 1.13 2.25 2.26 0.197
H 2.35 3.28 2.95 0.503
H 4.23 0.86 3.84 0.393
H 4.81 2.37 3.17 0.447
H 5.25 0.83 2.45 0.356
H 2.55 1.94 0.05 0.017
H 4.22 1.39 0.26 0.316
H 3.73 3.11 0.66 0.499
H 2.81 -1.70 4.26 0.175
H 2.82 -3.38 4.79 0.470
H 1.32 -2.62 4.27 0.309
H 4.24 -1.79 2.12 0.144
H 4.19 -3.32 1.16 0.290
H 4.83 -3.29 2.79 0.476
H 1.09 -4.57 2.59 0.312
H 2.66 -5.29 2.91 0.474
H 2.28 -4.74 1.30 0.306
C -1.64 4.60 -3.38 -1.382
Ge 0.00 4.50 -2.26 0.784
C 1.52 3.94 -3.40 -1.131
C 0.21 6.22 -1.34 -1.195
C -0.52 3.16 -0.80 -0.802
Se -1.71 1.70 -1.45 0.380
C -3.39 2.36 -0.66 -0.550
H -1.48 5.54 -3.96 0.412
H -2.50 4.77 -2.78 0.385
H -1.83 3.73 -4.01 0.392
H 1.96 4.90 -3.70 0.388
H 1.23 3.36 -4.28 0.327
H 2.28 3.36 -2.82 0.314
H -0.67 6.83 -1.60 0.403
H 1.11 6.77 -1.70 0.383
H 0.23 6.03 -0.26 0.366
H -1.14 3.78 -0.11 0.501
H 0.39 2.80 -0.26 -0.004
H -3.79 3.19 -1.25 0.360
H -3.20 2.63 0.41 0.420
H -4.07 1.52 -0.68 -0.129
C -2.94 -3.46 1.09 -1.485
P -2.88 -2.29 -0.35 1.447
C -2.97 -3.36 -1.83 -1.366
C -4.52 -1.51 -0.27 0.274
C -5.14 -1.07 -1.45 -0.539
C -6.32 -0.31 -1.45 -0.710
C -7.06 -0.19 -0.28 -0.529
C -6.49 -0.67 0.90 -0.530
C -5.24 -1.28 0.93 -0.590
H -3.96 -3.81 1.31 0.502
H -2.48 -3.02 1.98 0.405
H -2.32 -4.32 0.83 0.414
H -3.98 -3.74 -1.99 0.458
H -2.28 -4.19 -1.75 0.508
H -2.68 -2.75 -2.73 0.401
H -4.64 -1.23 -2.42 0.258
H -6.67 0.05 -2.40 0.462
H -8.00 0.35 -0.25 0.425
H -7.04 -0.63 1.86 0.381
H -4.81 -1.52 1.88 0.403
```

Computed properties:
Charge = +2
Relative energy (zero: lowest compared OMol25 entry of this formula, charge and spin) = 0.000 eV
Kohn-Sham gap = 7.8379 eV
Spin multiplicity = 1
Molar mass = 713.1 g mol⁻¹
Electronic energy = -8641.3507 a.u.